#one
Here is an isolated molecule of C4H10O3 from the OMol25 dataset. Energies are from the ωB97M-V functional and the def2-TZVPD basis.

## Properties
LUMO energy: 0.44 eV
HOMO energy: -6.961 eV

```
! RIJCOSX wB97M-V def2-TZVPD def2/J DEFGRID3
* xyz 0 1
C -1.30 0.97 -0.74
O -0.64 0.58 0.52
C 0.55 1.46 1.00
C 0.05 -0.75 0.69
O -0.82 -1.70 0.19
C 1.38 -0.99 -0.03
O 1.26 -0.75 -1.42
H -2.23 0.40 -0.90
H -0.61 0.82 -1.56
H -1.54 2.03 -0.64
H 0.90 1.84 0.03
H 0.05 2.25 1.56
H 0.19 -0.78 1.78
H -1.63 -1.64 0.71
H 1.64 -2.04 0.17
H 2.18 -0.35 0.36
H 0.57 -1.35 -1.72
*
```

Atomic partial charges in e from the natural (NBO) method, atoms 1 to 6:
1 C -0.2604
2 O -0.4114
3 C -0.6102
4 C 0.3705
5 O -0.7273
6 C -0.1115


#two
Here is a cluster of 2 separate species, C4H10O3 in total from the OMol25 dataset. Energies are from the ωB97M-V functional and the def2-TZVPD basis.

## Properties
LUMO energy: 0.57 eV
SMILES: O=CCCCO.O
HOMO energy: -9.654 eV

```
! RIJCOSX wB97M-V def2-TZVPD def2/J DEFGRID3
* xyz 0 1
O -1.49 -1.58 -1.38
C -1.17 -0.44 -1.62
C -1.45 0.72 -0.69
C -1.11 0.44 0.77
C 0.31 -0.02 0.92
O 0.83 0.39 2.20
H -0.78 -0.24 -2.64
H -2.46 1.04 -0.99
H -0.67 1.47 -0.96
H -1.47 1.29 1.36
H -1.82 -0.34 1.12
H 0.47 -1.09 0.79
H 1.04 0.47 0.25
H 0.48 -0.11 2.93
O 2.99 0.28 -0.45
H 3.68 0.33 -1.13
H 3.67 0.45 0.22
*
```

Atomic partial charges in e from the natural (NBO) method, atoms 1 to 6:
1 O -0.5288
2 C 0.4389
3 C -0.5036
4 C -0.4362
5 C -0.0917
6 O -0.7343


Of them, #two has the highest stability.


#one
Here is a cluster of 2 separate species, C11H18O in total from the OMol25 dataset. Energies are from the ωB97M-V functional and the def2-TZVPD basis.

## Properties
LUMO energy: 0.76 eV
SMILES: Cc1ccc(O)cc1.CC(C)C
HOMO energy: -8.126 eV

```
! RIJCOSX wB97M-V def2-TZVPD def2/J DEFGRID3
* xyz 0 1
C 3.23 0.23 -0.84
C 1.86 0.42 -1.37
C 1.44 1.72 -1.46
C 0.22 2.01 -2.02
C -0.52 0.95 -2.71
O -1.63 1.03 -3.44
C -0.12 -0.36 -2.30
C 1.01 -0.62 -1.53
H 3.81 1.09 -0.54
H 3.87 -0.32 -1.54
H 3.23 -0.52 0.09
H 1.99 2.64 -1.01
H -0.18 2.91 -1.91
H -1.96 1.77 -3.76
H -0.65 -1.25 -2.59
H 1.53 -1.53 -1.26
C -0.58 0.38 1.27
C -0.92 -0.80 2.20
C -2.09 -0.40 3.22
C -1.11 -2.00 1.40
H 0.39 0.82 1.54
H -1.38 1.16 1.28
H -0.55 0.01 0.34
H 0.09 -0.94 2.85
H -1.53 -0.04 4.14
H -3.01 0.14 2.83
H -2.52 -1.33 3.48
H -0.35 -2.32 0.75
H -1.51 -2.96 2.00
H -2.08 -1.92 0.90
*
```

Atomic partial charges in e from the natural (NBO) method, atoms 1 to 6:
1 C -0.6178
2 C -0.0738
3 C -0.1872
4 C -0.2699
5 C 0.3083
6 O -0.6662


#two
Here is a cluster of 2 separate species, C11H18O in total from the OMol25 dataset. Energies are from the ωB97M-V functional and the def2-TZVPD basis.

## Properties
LUMO energy: 0.86 eV
SMILES: CCc1ccc(O)cc1.CCC
HOMO energy: -8.378 eV

```
! RIJCOSX wB97M-V def2-TZVPD def2/J DEFGRID3
* xyz 0 1
C -0.98 1.30 -2.58
C 0.19 0.25 -2.78
C 1.23 0.52 -1.73
C 1.45 1.68 -1.08
C 2.12 1.69 0.17
C 2.45 0.50 0.76
O 2.75 0.41 2.09
C 2.28 -0.79 0.14
C 1.74 -0.70 -1.14
H -1.36 1.10 -1.58
H -1.73 1.09 -3.30
H -0.65 2.34 -2.52
H -0.26 -0.73 -2.69
H 0.70 0.36 -3.77
H 1.06 2.70 -1.29
H 2.35 2.63 0.61
H 3.18 1.22 2.39
H 2.50 -1.80 0.48
H 1.59 -1.57 -1.74
C -1.88 -0.36 2.79
C -1.93 -0.71 1.26
C -1.68 -2.26 1.18
H -2.88 -0.64 3.17
H -1.17 -0.82 3.46
H -1.72 0.71 2.81
H -1.19 -0.19 0.62
H -2.97 -0.46 1.00
H -0.70 -2.29 0.75
H -2.53 -2.48 0.42
H -1.96 -2.72 2.09
*
```

Atomic partial charges in e from the natural (NBO) method, atoms 1 to 6:
1 C -0.5998
2 C -0.4074
3 C -0.0698
4 C -0.1861
5 C -0.3084
6 C 0.3089


Of them, #two has the highest stability.


#one
Here is a cluster of 2 separate species, C7H18 in total from the OMol25 dataset. Energies are from the ωB97M-V functional and the def2-TZVPD basis.

## Properties
LUMO energy: 1.09 eV
SMILES: CC(C)C.CCC
HOMO energy: -11.152 eV

```
! RIJCOSX wB97M-V def2-TZVPD def2/J DEFGRID3
* xyz 0 1
C -1.76 -2.72 -0.02
C -0.42 -1.95 -0.05
C 0.73 -2.95 -0.33
C -0.46 -0.88 -1.11
H -1.68 -3.71 0.42
H -2.10 -2.89 -1.05
H -2.51 -2.18 0.55
H -0.25 -1.58 0.95
H 0.44 -3.92 -0.73
H 1.49 -2.51 -0.97
H 1.30 -3.15 0.58
H 0.51 -0.36 -1.15
H -0.80 -1.13 -2.12
H -1.15 -0.07 -0.84
C 1.69 2.15 1.00
C 0.86 3.22 0.32
C -0.65 2.88 0.18
H 2.02 1.39 0.29
H 1.11 1.74 1.83
H 2.59 2.60 1.40
H 0.89 4.18 0.84
H 1.23 3.58 -0.64
H -0.92 2.43 -0.78
H -0.86 2.13 0.95
H -1.28 3.71 0.48
*
```

Atomic partial charges in e from the natural (NBO) method, atoms 1 to 6:
1 C -0.5980
2 C -0.2299
3 C -0.6109
4 C -0.6104
5 H 0.2041
6 H 0.2004


#two
Here is a cluster of 2 separate species, C7H18 in total from the OMol25 dataset. Energies are from the ωB97M-V functional and the def2-TZVPD basis.

## Properties
LUMO energy: 1.07 eV
SMILES: CC(C)C.CCC
HOMO energy: -11.184 eV

```
! RIJCOSX wB97M-V def2-TZVPD def2/J DEFGRID3
* xyz 0 1
C -1.01 -1.05 1.13
C 0.42 -0.63 1.47
C 0.46 0.63 2.34
C 1.22 -1.77 2.14
H -1.49 -1.57 1.95
H -0.95 -1.75 0.31
H -1.65 -0.20 0.87
H 0.95 -0.34 0.56
H 0.20 0.44 3.39
H 1.47 1.03 2.37
H -0.20 1.41 1.96
H 0.58 -2.59 2.45
H 1.92 -2.21 1.43
H 1.75 -1.40 3.02
C -0.91 -0.24 -2.40
C -0.20 1.00 -2.90
C 0.08 2.05 -1.81
H -1.78 -0.08 -1.77
H -1.14 -0.97 -3.18
H -0.24 -0.82 -1.77
H 0.76 0.68 -3.32
H -0.75 1.50 -3.71
H 0.17 1.58 -0.82
H 1.05 2.51 -1.98
H -0.72 2.77 -1.74
*
```

Atomic partial charges in e from the natural (NBO) method, atoms 1 to 6:
1 C -0.6031
2 C -0.2223
3 C -0.6016
4 C -0.6093
5 H 0.2019
6 H 0.2072


Of them, #two has the highest stability.


#one
Here is a cluster of 2 separate species, CHNO2S in total from the OMol25 dataset. Energies are from the ωB97M-V functional and the def2-TZVPD basis.

## Properties
LUMO energy (spin up / spin down): -1.56 / -1.56 eV
HOMO energy (spin up / spin down): -9.835 / -9.836 eV

```
! RIJCOSX wB97M-V def2-TZVPD def2/J DEFGRID3
* xyz 0 1
C 0.14 0.70 0.15
N -0.42 -0.62 0.03
O -0.64 -0.78 -1.15
O -0.58 -1.38 0.92
S -0.29 2.14 -0.33
H 1.79 -0.06 0.37
*
```

Now the natural (NBO) charges, all in e:
1 C -0.1725
2 N 0.4445
3 O -0.3401
4 O -0.3185
5 S 0.2637
6 H 0.1230


#two
Here is a cluster of 2 separate species, CHNO2S in total from the OMol25 dataset. Energies are from the ωB97M-V functional and the def2-TZVPD basis.

## Properties
LUMO energy (spin up / spin down): -1.87 / -1.87 eV
SMILES: N=C=O.O=S
HOMO energy (spin up / spin down): -9.679 / -9.673 eV

```
! RIJCOSX wB97M-V def2-TZVPD def2/J DEFGRID3
* xyz 0 1
N -2.29 0.94 -0.75
C -1.49 0.21 -1.23
O -0.71 -0.44 -1.74
H -2.51 1.74 -0.14
O 1.55 2.24 0.96
S 1.95 1.84 2.37
*
```

Now the natural (NBO) charges, all in e:
1 N -0.8090
2 C 0.8656
3 O -0.5095
4 H 0.4525
5 O -0.6498
6 S 0.6502


Of them, #two has the highest stability.